Formula: C60H162N12O18
Source: OMol25
Level of theory: the ωB97M-V functional and the def2-TZVPD basis

Bonds (Å) are listed after each position.
Geometry (Å):
1 C -0.7992 2.5124 2.6038  O2 1.427, H10 1.090, H11 1.090, H12 1.090
2 O -1.5486 2.7250 3.7999  C1 1.427, C3 1.425
3 C -1.2952 4.0213 4.3336  O2 1.425, C4 1.541, H13 1.090, H14 1.090
4 C -1.9430 4.1010 5.7298  C3 1.541, N5 1.488, H15 1.090, H16 1.090
5 N -3.2567 3.4218 5.8901  C4 1.488, C6 1.447, H17 1.010
6 C -4.4091 3.9447 5.1878  N5 1.447, C7 1.585, H18 1.090, H19 1.090
7 C -5.7954 3.1982 5.3723  C6 1.585, O8 1.399, H20 1.090, H21 1.090
8 O -5.5479 1.8413 5.1357  C7 1.399, C9 1.409
9 C -6.6131 0.9833 5.4723  O8 1.409, H22 1.090, H23 1.090, H24 1.090
10 H 0.2560 2.5243 2.8770  C1 1.090
11 H -1.1293 3.2372 1.8595  C1 1.090
12 H -0.9910 1.4862 2.2904  C1 1.090
13 H -1.7235 4.7275 3.6223  C3 1.090
14 H -0.2263 4.1959 4.2106  C3 1.090
15 H -2.1378 5.1354 6.0130  C4 1.090
16 H -1.2153 3.6279 6.3891  C4 1.090
17 H -3.0596 2.5246 5.4702  N5 1.010
18 H -4.1745 3.8736 4.1257  C6 1.090
19 H -4.6204 4.9959 5.3835  C6 1.090
20 H -6.4455 3.6130 4.6019  C7 1.090
21 H -6.2176 3.3595 6.3642  C7 1.090
22 H -7.5565 1.3649 5.0818  C9 1.090
23 H -6.7749 0.9306 6.5489  C9 1.090
24 H -6.5206 -0.0531 5.1475  C9 1.090
25 C 4.0121 -0.8658 -3.3156  O26 1.420, H34 1.090, H35 1.090, H36 1.090
26 O 4.1170 -2.2814 -3.3300  C25 1.420, C27 1.436
27 C 2.9932 -2.8546 -4.0170  O26 1.436, C28 1.536, H37 1.090, H38 1.090
28 C 3.1694 -4.3729 -4.1662  C27 1.536, N29 1.473, H39 1.090, H40 1.090
29 N 3.0717 -5.1525 -2.9200  C28 1.473, C30 1.442, H41 1.010
30 C 1.7427 -5.1283 -2.3612  N29 1.442, C31 1.627, H42 1.090, H43 1.090
31 C 1.7707 -5.6631 -0.8244  C30 1.627, O32 1.417, H44 1.090, H45 1.090
32 O 2.7537 -4.8939 -0.1539  C31 1.417, C33 1.447
33 C 2.9091 -5.2910 1.2286  O32 1.447, H46 1.090, H47 1.090, H48 1.090
34 H 4.1289 -0.4267 -4.3064  C25 1.090
35 H 4.8851 -0.5123 -2.7669  C25 1.090
36 H 3.1348 -0.4699 -2.8041  C25 1.090
37 H 3.0148 -2.4587 -5.0323  C27 1.090
38 H 2.0025 -2.5622 -3.6689  C27 1.090
39 H 4.1303 -4.5701 -4.6415  C28 1.090
40 H 2.4605 -4.7540 -4.9013  C28 1.090
41 H 3.7082 -4.8773 -2.1857  N29 1.010
42 H 0.9781 -5.6618 -2.9258  C30 1.090
43 H 1.3980 -4.0944 -2.3790  C30 1.090
44 H 1.9788 -6.7311 -0.8880  C31 1.090
45 H 0.8391 -5.4420 -0.3035  C31 1.090
46 H 3.3726 -6.2742 1.1483  C33 1.090
47 H 1.9971 -5.5289 1.7760  C33 1.090
48 H 3.4817 -4.5010 1.7147  C33 1.090
49 C 1.2710 4.8203 -0.6571  O50 1.348, H58 1.090, H59 1.090, H60 1.090
50 O 1.4914 4.5087 0.6357  C49 1.348, C51 1.433
51 C 2.8856 4.4225 0.9574  O50 1.433, C52 1.523, H61 1.090, H62 1.090
52 C 3.2720 3.7325 2.2589  C51 1.523, N53 1.492, H63 1.090, H64 1.090
53 N 2.8489 2.3019 2.2514  C52 1.492, C54 1.524, H65 1.010
54 C 3.6270 1.6451 3.3848  N53 1.524, C55 1.572, H66 1.090, H67 1.090
55 C 3.3128 0.1094 3.5090  C54 1.572, O56 1.390, H68 1.090, H69 1.090
56 O 1.9507 -0.0622 3.7247  C55 1.390, C57 1.380
57 C 1.4168 -1.3190 3.9235  O56 1.380, H70 1.090, H71 1.090, H72 1.090
58 H 1.4039 3.9003 -1.2264  C49 1.090
59 H 1.8686 5.6735 -0.9779  C49 1.090
60 H 0.2188 5.0854 -0.7601  C49 1.090
61 H 3.3456 5.4013 0.8216  C51 1.090
62 H 3.3853 3.8302 0.1909  C51 1.090
63 H 2.7444 4.2690 3.0475  C52 1.090
64 H 4.3429 3.7584 2.4604  C52 1.090
65 H 1.8635 2.1310 2.3921  N53 1.010
66 H 3.3777 2.0889 4.3487  C54 1.090
67 H 4.7088 1.7289 3.2810  C54 1.090
68 H 3.8383 -0.3471 4.3478  C55 1.090
69 H 3.6945 -0.4683 2.6673  C55 1.090
70 H 0.3297 -1.2593 3.9765  C57 1.090
71 H 1.9009 -1.7143 4.8165  C57 1.090
72 H 1.7976 -1.9660 3.1333  C57 1.090
73 C -4.5281 8.6061 0.2797  C74 1.584, H79 1.090, H80 1.090, H81 1.090
74 C -3.1199 8.0176 0.7020  C73 1.584, C75 1.581, N78 1.423, H82 1.090
75 C -2.2359 7.7601 -0.5831  C74 1.581, O76 1.412, H83 1.090, H84 1.090
76 O -2.7923 6.8857 -1.5417  C75 1.412, C77 1.493
77 C -3.0569 5.5386 -0.9555  O76 1.493, H85 1.090, H86 1.090, H87 1.090
78 N -2.4794 9.0284 1.4717  C74 1.423, H88 1.010, H89 1.010
79 H -4.9596 7.8904 -0.4200  C73 1.090
80 H -4.6162 9.6457 -0.0357  C73 1.090
81 H -5.1513 8.4754 1.1644  C73 1.090
82 H -3.2203 7.1155 1.3056  C74 1.090
83 H -1.2313 7.4084 -0.3480  C75 1.090
84 H -2.0916 8.7517 -1.0120  C75 1.090
85 H -3.6001 4.8980 -1.6502  C77 1.090
86 H -3.7462 5.6945 -0.1256  C77 1.090
87 H -2.1398 4.9945 -0.7294  C77 1.090
88 H -2.3855 9.6986 0.7219  N78 1.010
89 H -3.1360 9.4895 2.0851  N78 1.010
90 C 0.5110 0.8828 -0.5438  C91 1.591, H96 1.090, H97 1.090, H98 1.090
91 C 1.2379 -0.3656 0.1220  C90 1.591, C92 1.563, N95 1.510, H99 1.090
92 C 0.8066 -1.6678 -0.6277  C91 1.563, O93 1.444, H100 1.090, H101 1.090
93 O -0.5998 -1.7971 -0.9310  C92 1.444, C94 1.382
94 C -1.3840 -1.8059 0.2068  O93 1.382, H102 1.090, H103 1.090, H104 1.090
95 N 2.6942 -0.0115 -0.0583  C91 1.510, H105 1.010, H106 1.010
96 H 0.8362 1.7971 -0.0475  C90 1.090
97 H -0.5784 0.8528 -0.5644  C90 1.090
98 H 0.8999 1.0658 -1.5455  C90 1.090
99 H 1.1627 -0.4334 1.2073  C91 1.090
100 H 1.1723 -2.4210 0.0701  C92 1.090
101 H 1.3048 -1.8958 -1.5700  C92 1.090
102 H -2.3760 -2.1790 -0.0478  C94 1.090
103 H -1.5681 -0.8052 0.5976  C94 1.090
104 H -1.0115 -2.4596 0.9955  C94 1.090
105 H 2.9454 0.5054 0.7722  N95 1.010
106 H 3.2043 -0.8829 -0.0336  N95 1.010
107 C 6.3478 -2.6670 -1.2552  C108 1.523, H113 1.090, H114 1.090, H115 1.090
108 C 5.5711 -2.8772 0.0375  C107 1.523, C109 1.570, N112 1.516, H116 1.090
109 C 6.1204 -2.0100 1.2258  C108 1.570, O110 1.451, H117 1.090, H118 1.090
110 O 7.5387 -2.1374 1.5063  C109 1.451, C111 1.459
111 C 8.0617 -1.4795 2.6988  O110 1.459, H119 1.090, H120 1.090, H121 1.090
112 N 4.1175 -2.5540 -0.2460  C108 1.516, H122 1.010, H123 1.010
113 H 6.4764 -1.6089 -1.4831  C107 1.090
114 H 5.9575 -3.1838 -2.1319  C107 1.090
115 H 7.3472 -3.0975 -1.1925  C107 1.090
116 H 5.6321 -3.9471 0.2367  C108 1.090
117 H 5.4596 -2.2905 2.0460  C109 1.090
118 H 5.9395 -0.9935 0.8764  C109 1.090
119 H 9.1395 -1.3502 2.6006  C111 1.090
120 H 7.7549 -1.9512 3.6323  C111 1.090
121 H 7.6191 -0.4834 2.7010  C111 1.090
122 H 4.2122 -2.4180 -1.2423  N112 1.010
123 H 3.5198 -3.3617 -0.1434  N112 1.010
124 C -2.9621 -0.3802 3.7496  C125 1.533, H130 1.090, H131 1.090, H132 1.090
125 C -3.8211 0.0790 2.5661  C124 1.533, C126 1.582, N129 1.430, H133 1.090
126 C -4.9576 -0.9402 2.1496  C125 1.582, O127 1.427, H134 1.090, H135 1.090
127 O -4.3392 -2.0909 1.5763  C126 1.427, C128 1.392
128 C -5.1951 -3.0168 0.9865  O127 1.392, H136 1.090, H137 1.090, H138 1.090
129 N -4.1310 1.4664 2.7208  C125 1.430, H139 1.010, H140 1.010
130 H -2.7471 -1.4488 3.7523  C124 1.090
131 H -3.3921 -0.2173 4.7379  C124 1.090
132 H -1.9647 0.0568 3.7021  C124 1.090
133 H -3.1302 0.0217 1.7249  C125 1.090
134 H -5.6553 -0.5117 1.4302  C126 1.090
135 H -5.4611 -1.2949 3.0489  C126 1.090
136 H -5.5987 -3.6244 1.7964  C128 1.090
137 H -4.6026 -3.7775 0.4781  C128 1.090
138 H -6.0417 -2.7026 0.3761  C128 1.090
139 H -4.6948 1.6214 3.5443  N129 1.010
140 H -3.2585 1.8912 3.0008  N129 1.010
141 C 9.1075 3.9567 0.1734  C142 1.539, H147 1.090, H148 1.090, H149 1.090
142 C 8.0195 4.0750 1.2562  C141 1.539, C143 1.526, N146 1.415, H150 1.090
143 C 7.0832 2.8702 1.2308  C142 1.526, O144 1.386, H151 1.090, H152 1.090
144 O 6.3243 2.9809 0.0758  C143 1.386, C145 1.414
145 C 5.5297 1.8753 -0.3053  O144 1.414, H153 1.090, H154 1.090, H155 1.090
146 N 8.6443 4.2340 2.5155  C142 1.415, H156 1.010, H157 1.010
147 H 8.6207 3.9459 -0.8018  C141 1.090
148 H 9.6795 3.0301 0.1253  C141 1.090
149 H 9.7137 4.8625 0.1627  C141 1.090
150 H 7.2624 4.8283 1.0384  C142 1.090
151 H 6.4195 2.8799 2.0953  C143 1.090
152 H 7.5318 1.8780 1.1828  C143 1.090
153 H 4.6461 1.8081 0.3294  C145 1.090
154 H 6.0407 0.9159 -0.2241  C145 1.090
155 H 5.2392 1.9536 -1.3530  C145 1.090
156 H 9.5003 3.6984 2.4947  N146 1.010
157 H 9.0113 5.1743 2.4788  N146 1.010
158 C -5.2352 -6.7663 -4.4360  C159 1.521, H164 1.090, H165 1.090, H166 1.090
159 C -5.1152 -5.5263 -3.5633  C158 1.521, C160 1.523, N163 1.431, H167 1.090
160 C -6.1932 -4.4734 -3.7842  C159 1.523, O161 1.420, H168 1.090, H169 1.090
161 O -6.0779 -3.3305 -2.9487  C160 1.420, C162 1.437
162 C -4.8949 -2.5406 -3.1546  O161 1.437, H170 1.090, H171 1.090, H172 1.090
163 N -5.0452 -6.1025 -2.2548  C159 1.431, H173 1.010, H174 1.010
164 H -5.1082 -6.4354 -5.4668  C158 1.090
165 H -6.2215 -7.2302 -4.4237  C158 1.090
166 H -4.5307 -7.5870 -4.3019  C158 1.090
167 H -4.1326 -5.1245 -3.8107  C159 1.090
168 H -7.2194 -4.8383 -3.7397  C160 1.090
169 H -6.1490 -4.0963 -4.8059  C160 1.090
170 H -4.8383 -1.7512 -2.4051  C162 1.090
171 H -4.8833 -2.2234 -4.1974  C162 1.090
172 H -3.9909 -3.1260 -2.9869  C162 1.090
173 H -4.8030 -5.3352 -1.6444  N163 1.010
174 H -5.9742 -6.2885 -1.9049  N163 1.010
175 C -2.8625 -8.4959 2.3757  C176 1.500, H181 1.090, H182 1.090, H183 1.090
176 C -2.1934 -8.6872 1.0471  C175 1.500, C177 1.554, N180 1.462, H184 1.090
177 C -1.0733 -7.6514 0.7533  C176 1.554, O178 1.448, H185 1.090, H186 1.090
178 O -1.5486 -6.2851 0.8166  C177 1.448, C179 1.405
179 C -2.6490 -5.8789 0.0432  O178 1.405, H187 1.090, H188 1.090, H189 1.090
180 N -1.7535 -10.0810 1.0057  C176 1.462, H190 1.010, H191 1.010
181 H -3.1528 -7.4506 2.4820  C175 1.090
182 H -2.2189 -8.7599 3.2148  C175 1.090
183 H -3.7986 -9.0508 2.4384  C175 1.090
184 H -2.9932 -8.5829 0.3140  C176 1.090
185 H -0.8669 -7.7421 -0.3131  C177 1.090
186 H -0.1930 -7.7629 1.3863  C177 1.090
187 H -3.5558 -6.4205 0.3124  C179 1.090
188 H -2.4768 -6.0975 -1.0106  C179 1.090
189 H -2.7539 -4.7982 0.1394  C179 1.090
190 H -1.1887 -10.1884 0.1753  N180 1.010
191 H -2.5269 -10.7286 0.9548  N180 1.010
192 C -0.2857 4.8124 -6.8199  C193 1.597, H198 1.090, H199 1.090, H200 1.090
193 C 0.0793 3.7400 -5.6944  C192 1.597, C194 1.552, N197 1.431, H201 1.090
194 C 1.5641 3.8056 -5.2467  C193 1.552, O195 1.451, H202 1.090, H203 1.090
195 O 1.8240 2.8241 -4.2097  C194 1.451, C196 1.360
196 C 3.1181 2.6571 -3.8268  O195 1.360, H204 1.090, H205 1.090, H206 1.090
197 N -0.7964 3.9420 -4.5811  C193 1.431, H207 1.010, H208 1.010
198 H -1.3286 4.8439 -7.1352  C192 1.090
199 H 0.3840 4.5417 -7.6362  C192 1.090
200 H -0.0452 5.8488 -6.5831  C192 1.090
201 H -0.1262 2.8005 -6.2075  C193 1.090
202 H 1.9078 4.7883 -4.9237  C194 1.090
203 H 2.1464 3.5271 -6.1250  C194 1.090
204 H 2.9930 1.9805 -2.9815  C196 1.090
205 H 3.5836 3.5817 -3.4853  C196 1.090
206 H 3.6888 2.2290 -4.6509  C196 1.090
207 H -0.3400 3.3643 -3.8897  N197 1.010
208 H -0.7279 4.8829 -4.2203  N197 1.010
209 C -1.0361 -0.1989 -3.9177  C210 1.543, H215 1.090, H216 1.090, H217 1.090
210 C -1.4225 -1.5957 -4.4469  C209 1.543, C211 1.529, N214 1.481, H218 1.090
211 C -0.8161 -1.8159 -5.8329  C210 1.529, O212 1.386, H219 1.090, H220 1.090
212 O -1.6349 -1.2588 -6.8021  C211 1.386, C213 1.441
213 C -1.1715 -1.6703 -8.1031  O212 1.441, H221 1.090, H222 1.090, H223 1.090
214 N -1.2245 -2.7070 -3.4881  C210 1.481, H224 1.010, H225 1.010
215 H -1.1723 -0.0667 -2.8443  C209 1.090
216 H -1.4598 0.6278 -4.4880  C209 1.090
217 H 0.0464 -0.0907 -3.8497  C209 1.090
218 H -2.5086 -1.5788 -4.5369  C210 1.090
219 H -0.7991 -2.8858 -6.0409  C211 1.090
220 H 0.1813 -1.3776 -5.8676  C211 1.090
221 H -1.0551 -2.7403 -8.2754  C213 1.090
222 H -0.1382 -1.3347 -8.1910  C213 1.090
223 H -1.7444 -1.2142 -8.9105  C213 1.090
224 H -0.3081 -2.5325 -3.1008  N214 1.010
225 H -1.8777 -2.4536 -2.7607  N214 1.010
226 C 1.2683 7.6293 1.9697  C227 1.550, H229 1.090, H230 1.090, H231 1.090
227 C 0.2523 6.7642 2.7574  C226 1.550, O228 1.442, H232 1.090, H233 1.090
228 O 0.4109 7.0268 4.1661  C227 1.442, H234 0.960
229 H 1.1290 7.4075 0.9116  C226 1.090
230 H 2.2843 7.3844 2.2790  C226 1.090
231 H 1.2190 8.7128 2.0783  C226 1.090
232 H 0.3554 5.7116 2.4936  C227 1.090
233 H -0.7809 6.9987 2.5013  C227 1.090
234 H 1.2675 6.7044 4.4558  O228 0.960
235 C -3.8379 1.5209 -2.4353  C236 1.521, H238 1.090, H239 1.090, H240 1.090
236 C -4.1548 1.0598 -1.0211  C235 1.521, O237 1.374, H241 1.090, H242 1.090
237 O -4.3972 2.0910 -0.1457  C236 1.374, H243 0.960
238 H -2.9813 2.1937 -2.3962  C235 1.090
239 H -4.7101 2.0268 -2.8495  C235 1.090
240 H -3.5586 0.6792 -3.0690  C235 1.090
241 H -3.3017 0.4926 -0.6488  C236 1.090
242 H -4.9922 0.3705 -1.1291  C236 1.090
243 H -4.2922 1.7379 0.7408  O237 0.960
244 C -1.2656 -4.5736 3.6496  C245 1.562, H247 1.090, H248 1.090, H249 1.090
245 C -0.5189 -5.8183 4.2269  C244 1.562, O246 1.427, H250 1.090, H251 1.090
246 O 0.6943 -5.4017 4.8532  C245 1.427, H252 0.960
247 H -1.6460 -3.9022 4.4194  C244 1.090
248 H -2.0772 -4.8130 2.9625  C244 1.090
249 H -0.5759 -3.9197 3.1160  C244 1.090
250 H -0.3144 -6.5610 3.4557  C245 1.090
251 H -1.1576 -6.3317 4.9455  C245 1.090
252 H 1.1967 -6.1901 5.0714  O246 0.960

For the relative energy (zero: lowest compared OMol25 entry of this formula, charge and spin), the calculation gives 0.888 eV. The value obtained for the total energy is -4394.09207 a.u. The calculation puts the lowest unoccupied orbital energy at 0.6 eV.